--- i ---
Density functional theory data (ωB97M-V/def2-TZVPD) for the molecule C3H7ClS.

SMILES string: C[C@H](S)CCl
E_HOMO: -0.3403 Eh
HOMO-LUMO gap: 10.10 eV

ORCA input file:
```
! wB97M-V def2-TZVPD RIJCOSX def2/J DEFGRID3
* xyz 0 1
C 0.7501 -0.7768 -0.9477
C -0.3495 -0.3326 -0.0020
C 0.2510 0.6338 0.9893
H 1.6368 -0.9535 -0.3675
H 0.3145 -1.6713 -1.3333
H 0.9317 -0.0855 -1.6400
H -0.5980 -1.1528 0.7184
H -2.0571 1.1531 -0.2686
H 1.1701 0.3154 1.4160
H -0.5190 0.6704 1.7048
S -2.0048 -0.0800 -0.5859
Cl 0.4743 2.2798 0.3166
*
```

Here are the Löwdin charges for atoms 1 to 2, given in e:
1 C -0.103
2 C -0.838

--- ii ---
Density functional theory data (ωB97M-V/def2-TZVPD) for a cluster of 2 separate species, C3H7ClS in total.

E_HOMO: -0.3216 Eh
HOMO-LUMO gap: 8.25 eV

ORCA input file:
```
! wB97M-V def2-TZVPD RIJCOSX def2/J DEFGRID3
* xyz 0 1
C 2.0078 -0.2010 0.5443
C -2.0485 0.2784 -0.3072
C 1.5202 1.0178 -0.1452
S -3.2465 1.5510 0.1677
Cl 2.8148 2.1378 -0.1832
H 1.4307 -1.0753 0.3018
H 3.0736 -0.2566 0.5307
H 1.7013 0.1449 1.6223
H -2.5358 -0.5937 -0.7205
H -1.3834 0.7885 -1.0275
H -1.4387 0.0183 0.5409
H -2.2658 2.3690 0.6992
*
```

Here are the Löwdin charges for atoms 1 to 2, given in e:
1 C -0.258
2 C -0.528

i is the most stable structure; the next one sits 65.5 kcal/mol above it.